(1)
# C31H36Cl2N2O9PW

A molecular structure, C31H36Cl2N2O9PW (wB97M-V/def2-TZVPD, OMol25).

Geometry as XYZ:
```
82
Properties=species:S:1:pos:R:3:forces:R:3:lowdin_charge:R:1
W 0.9928 -0.2826 -0.2200 0.99 1.00 0.05 1.7465
O 1.2552 -0.8394 -2.0250 0.42 0.07 0.46 -0.2546
C 1.1147 0.0736 -3.0231 -0.13 0.09 -0.19 -0.2765
C 2.0354 0.1457 -4.0530 0.25 -0.35 0.08 0.0359
C 1.9013 1.1318 -5.0121 -0.05 0.07 -0.07 0.0229
C 0.8266 2.0273 -4.9874 0.03 0.03 -0.01 -0.0014
C -0.1397 1.9039 -4.0166 -0.13 0.15 -0.11 0.0163
C -0.0115 0.9339 -3.0155 -0.17 -0.07 0.23 -0.1462
C -1.1079 0.5546 -2.1786 0.23 0.00 -0.33 -0.0067
N -0.9640 -0.1594 -1.1037 0.20 0.00 0.29 -0.1033
C -2.0261 -1.1126 -0.7226 -0.11 0.15 0.21 -0.1199
C -1.2372 -2.3371 -0.3149 0.02 0.04 0.03 -0.1568
N -0.3711 -1.7605 0.7454 0.37 0.14 -0.47 -0.1340
C -0.5064 -2.2735 1.9150 -0.15 0.20 0.74 -0.0305
C -0.3852 -1.5956 3.1951 0.11 0.09 -0.16 -0.1415
C -0.1946 -2.3719 4.3435 0.07 -0.17 -0.02 0.0213
C -0.3033 -1.8283 5.6074 0.09 -0.04 0.11 -0.0139
C -0.6703 -0.4994 5.7452 0.00 0.03 0.01 0.0091
C -0.9067 0.2939 4.6248 0.00 0.07 -0.01 0.0008
C -0.7293 -0.2417 3.3701 -0.09 -0.26 0.02 -0.2542
O -1.0167 0.4899 2.2147 -0.12 0.14 0.25 -0.1520
H 2.8524 -0.5649 -4.0803 0.01 0.08 0.01 0.1451
H 2.6448 1.2072 -5.7964 -0.05 -0.02 0.01 0.1384
H 0.7392 2.7920 -5.7479 0.02 -0.02 0.03 0.1343
H -1.0001 2.5651 -4.0087 0.02 -0.09 -0.05 0.1399
H -2.1168 0.7296 -2.5466 -0.05 0.03 0.01 0.1713
H -2.6974 -1.3173 -1.5510 0.01 0.07 -0.15 0.1460
H -2.5953 -0.7297 0.1235 -0.05 0.05 0.03 0.1326
H -0.6533 -2.7038 -1.1495 0.16 -0.12 -0.14 0.0927
H -1.8715 -3.1366 0.0571 -0.01 -0.04 0.14 0.1450
H -0.8871 -3.2935 1.9724 -0.12 0.00 0.01 0.1640
H 0.0496 -3.4224 4.2270 -0.06 0.02 0.02 0.1406
H -0.1348 -2.4432 6.4813 -0.01 0.02 -0.03 0.1340
H -0.8001 -0.0705 6.7311 -0.01 -0.02 -0.02 0.1359
H -1.2457 1.3154 4.7506 0.03 -0.06 0.00 0.1168
Cl 1.9969 -3.2704 -0.7225 0.12 0.03 0.22 0.6344
C 2.3836 -1.8557 0.3089 -0.52 -1.07 -0.87 -0.6921
Cl 1.8590 0.4900 1.8896 -0.27 -0.75 -0.60 0.3771
H 3.4268 -1.6263 0.1308 0.09 0.56 -0.07 0.0275
H 2.2763 -2.2075 1.3219 -0.16 0.24 0.33 0.0065
C -3.6139 3.7192 3.5994 0.11 0.04 -0.13 -0.0419
C -3.6315 2.4351 2.8115 -0.04 0.06 0.16 -0.1534
O -2.5644 2.4063 1.7650 0.12 0.07 0.06 -0.1355
P -1.0890 2.0392 1.9616 -0.37 -0.15 -0.98 0.4670
O -0.3957 2.1494 0.5529 -0.50 0.27 0.74 -0.2576
C -0.0551 3.5385 0.0531 -0.05 0.15 -0.07 -0.1597
C -1.2389 4.4699 -0.0413 -0.04 -0.19 0.08 -0.0412
O -0.4784 2.9366 3.0117 0.13 0.10 0.44 -0.1455
C 0.7971 3.0837 3.7844 0.14 0.05 0.02 -0.1830
C 0.5028 3.9323 4.9856 -0.10 0.04 0.02 -0.0396
H -4.3684 3.6486 4.3839 -0.01 0.01 -0.03 0.1053
H -3.8611 4.5714 2.9665 0.01 -0.03 0.03 0.0974
H -2.6481 3.8985 4.0712 -0.04 -0.03 0.04 0.0679
H -4.5425 2.3332 2.2344 -0.03 -0.07 -0.07 0.1328
H -3.5101 1.5507 3.4385 0.09 -0.02 -0.06 0.1189
H 0.3854 3.3446 -0.9134 0.04 -0.09 -0.07 0.0870
H 0.7186 3.9163 0.7177 0.05 -0.04 0.02 0.1274
H -2.0691 4.0127 -0.5810 0.03 0.03 -0.01 0.0937
H -0.9117 5.3474 -0.6010 0.01 0.00 0.02 0.1091
H -1.5941 4.8105 0.9306 0.00 -0.01 -0.01 0.0809
H 1.5046 3.5540 3.1074 -0.02 -0.01 -0.09 0.1253
H 1.1411 2.0859 4.0373 -0.05 -0.05 0.00 0.0831
H 0.0963 4.9003 4.6919 0.02 -0.03 0.02 0.0991
H 1.4377 4.1080 5.5211 -0.03 -0.03 -0.02 0.1074
H -0.1929 3.4406 5.6681 0.05 0.04 -0.03 0.0865
O 2.2189 3.0321 -1.9193 -0.52 0.20 0.06 0.1529
C 2.7718 2.0475 -1.5525 1.13 0.32 -0.47 -0.4257
O 2.0517 1.1277 -0.7482 -0.88 -0.77 0.13 -0.3070
C 4.1638 1.6924 -1.8058 -0.26 -0.75 0.25 -0.1425
C 4.6179 0.3636 -1.7444 -0.25 0.53 0.02 -0.0222
C 5.9221 0.0236 -2.0637 0.17 -0.02 -0.03 0.0527
C 6.7520 1.0671 -2.4208 -0.35 0.30 0.02 -0.1921
O 8.0316 1.0104 -2.7553 0.42 0.01 -0.11 0.0943
C 8.4634 2.3565 -3.0585 -0.18 -0.02 0.04 -0.0432
O 7.3086 3.1910 -2.8783 0.32 0.18 -0.10 0.0769
C 6.2994 2.3985 -2.4921 0.00 -0.40 0.06 -0.1904
C 5.0127 2.7412 -2.2048 0.06 0.21 -0.05 0.1004
H 3.9215 -0.4175 -1.4992 -0.10 -0.17 0.07 0.0771
H 6.2810 -0.9970 -2.0428 -0.02 0.06 0.01 0.1375
H 8.8050 2.4071 -4.0869 -0.07 -0.04 -0.14 0.1507
H 9.2501 2.6503 -2.3721 0.01 0.00 0.17 0.1506
H 4.6584 3.7617 -2.2676 0.03 -0.05 0.00 0.1474
```
Positions in Å, forces in eV/Å.

Output
relative energy (zero: lowest compared OMol25 entry of this formula, charge and spin) = 2.470 eV
largest force on an atom = 1.5 eV/A
electronic energy = -3317.5319 Ha
LUMO level = -10.939 eV
spin multiplicity = 1
frontier orbital gap = 0.141 Eh
charge = +3


(2)
# C5H8O2

C5H8O2 in the gas phase (wB97M-V/def2-TZVPD, OMol25).

Geometry as XYZ:
```
15
Properties=species:S:1:pos:R:3:forces:R:3:nbo_charge:R:1
C -0.5284 0.7030 0.3734 0.49 -0.65 0.04 0.0612
C 0.3693 1.7066 -1.2985 -0.63 -4.08 1.85 0.3478
C 0.5297 0.0098 -0.5125 -1.39 3.41 -1.72 0.2121
C -0.1522 0.7937 1.8429 -0.06 0.29 -0.39 -0.6286
C 0.4881 -1.2653 -1.2607 0.46 -0.08 0.17 -0.6648
O -0.5663 1.9706 -0.2947 0.21 0.85 0.12 -0.5224
O 1.4716 1.0518 -0.7825 0.90 0.27 0.14 -0.5071
H -1.5129 0.2424 0.2423 0.12 0.04 -0.08 0.1905
H 0.1003 1.7416 -2.3360 0.10 0.25 -0.27 0.1873
H -0.2095 -0.1944 2.2939 -0.04 -0.06 0.07 0.2125
H -0.8287 1.4738 2.3561 -0.04 -0.02 0.15 0.2175
H 0.8657 1.1723 1.9331 -0.02 0.01 0.03 0.2226
H 0.7873 -1.1154 -2.2984 -0.03 -0.03 0.00 0.2337
H -0.5113 -1.6973 -1.2318 0.00 0.00 -0.03 0.2231
H 1.1928 -1.9768 -0.8195 -0.05 -0.19 -0.08 0.2147
```
Positions in Å, forces in eV/Å.

Output
SMILES = C[C@H]1O[C@H]2O[C@]21C
relative energy (zero: lowest compared OMol25 entry of this formula, charge and spin) = 4.263 eV
largest force on an atom = 4.5 eV/A
electronic energy = -345.6483 Ha
LUMO level (alpha / beta) = 0.664 / 0.711 eV
spin multiplicity = 1
frontier orbital gap (alpha / beta) = 0.298 / 0.301 Eh
charge = 0


(3)
# C5H8N

A gas-phase ion, C5H8N (charge +1) (wB97M-V/def2-TZVPD, OMol25).

Geometry as XYZ:
```
14
Properties=species:S:1:pos:R:3:forces:R:3:nbo_charge:R:1
C 0.7032 0.1806 0.0059 0.57 -0.83 -1.82 0.1238
C -1.5190 -0.4542 0.0691 -0.15 -2.18 0.14 -0.5569
C -1.3957 1.0549 0.0081 0.86 -0.62 1.12 -0.2856
C -0.1679 -0.9552 -0.2082 -1.43 0.38 1.24 0.2359
C 2.1622 0.2572 0.1037 0.10 2.53 0.25 -0.6607
N 0.0579 1.2807 -0.0543 -2.51 0.99 0.38 -0.1383
H -1.6263 -0.7375 1.1721 0.35 0.03 -0.56 0.3475
H -2.3496 -1.1176 -0.3051 0.59 1.20 -0.23 0.3114
H -1.9046 1.4410 -0.8794 -0.10 0.50 0.51 0.2860
H -1.6777 1.4406 1.0374 -0.21 0.47 -1.56 0.2760
H -0.0034 -2.0297 -0.4384 0.44 0.91 0.19 0.2697
H 2.5768 -0.5785 -0.4136 1.00 -0.65 0.48 0.2450
H 2.2484 0.4175 1.2226 1.10 -0.74 -1.22 0.2685
H 2.5061 1.2552 -0.4109 -0.62 -2.00 1.07 0.2777
```
Positions in Å, forces in eV/Å.

Output
relative energy (zero: lowest compared OMol25 entry of this formula, charge and spin) = 3.432 eV
largest force on an atom = 2.7 eV/A
electronic energy = -249.6990 Ha
LUMO level = -7.370 eV
spin multiplicity = 1
frontier orbital gap = 0.315 Eh
charge = +1


(4)
# C23H74N10O14

14 unconnected molecules or ions with the total composition C23H74N10O14 (wB97M-V/def2-TZVPD, OMol25).

Geometry as XYZ:
```
121
Properties=species:S:1:pos:R:3:forces:R:3:lowdin_charge:R:1
C -2.7799 -3.2228 0.4499 -1.79 3.01 0.17 -0.7676
O -3.3965 -2.1684 0.5982 0.11 0.19 -0.07 0.0147
N -2.4125 -3.6969 -0.7149 0.13 -0.18 -2.62 0.1797
N -2.4042 -4.0002 1.4084 1.18 -2.76 3.55 0.1789
H -1.8372 -4.5240 -0.7080 0.13 0.52 -1.00 0.1056
H -2.5005 -2.9927 -1.4316 0.43 -0.72 -0.53 0.0898
H -2.5926 -3.8290 2.3827 -0.14 0.00 -0.29 0.1193
H -2.0502 -4.8974 1.1174 0.04 -0.01 0.83 0.1064
C 0.3857 -3.1057 -3.3843 0.65 1.97 -0.59 -0.7511
O 0.6012 -1.8977 -3.3627 0.29 1.12 0.56 0.0165
N -0.7859 -3.6069 -3.6031 -3.92 -1.16 -0.23 0.1810
N 1.3043 -4.0269 -3.3175 2.47 -1.12 0.71 0.2008
H -1.5783 -2.9851 -3.6257 -0.17 -0.52 -0.41 0.0788
H -0.8264 -4.5952 -3.7957 -0.73 0.35 -0.13 0.1203
H 1.0126 -4.9481 -3.0327 0.64 0.07 0.01 0.1143
H 2.2091 -3.6373 -3.0846 0.93 -0.79 -0.13 0.0695
C 2.0408 2.8604 2.9281 1.79 -0.95 0.33 -0.7442
O 3.2613 2.7236 2.8679 0.43 -0.02 0.62 -0.0004
N 1.2814 3.0387 1.8937 -1.43 1.11 -3.07 0.2013
N 1.2884 2.7235 4.0151 0.00 -0.37 2.86 0.1678
H 1.7092 3.2609 1.0092 -0.53 -0.18 -0.04 0.0744
H 0.2945 2.8848 2.0383 0.02 0.22 -0.72 0.0710
H 1.6950 2.1889 4.7663 -0.27 0.39 0.13 0.1066
H 0.3121 2.9810 3.9913 0.07 -0.46 0.20 0.0710
C 4.9604 -0.9532 2.0637 -3.56 1.07 -0.83 -0.7496
O 5.1861 -1.6431 1.1037 0.75 -1.77 -1.68 0.0175
N 3.7818 -0.3995 2.2857 -2.12 0.93 0.42 0.2028
N 5.8044 -0.6888 2.9885 4.44 -0.27 2.97 0.1878
H 3.0551 -0.3408 1.5860 0.00 0.02 -0.28 0.0608
H 3.7057 0.2682 3.0384 -0.16 0.15 -0.26 0.0904
H 5.5936 -0.1465 3.8114 0.04 -0.27 -0.19 0.1240
H 6.5033 -1.4161 3.0157 0.51 0.54 0.51 0.1267
C 4.3790 -2.7710 -1.9257 0.43 -1.05 -2.44 -0.8043
O 4.2387 -3.3610 -2.9837 -1.03 -0.90 -1.60 0.0095
N 5.5009 -2.6866 -1.3085 5.11 -0.91 1.64 0.1768
N 3.5030 -2.0746 -1.3010 -4.49 2.31 1.95 0.1948
H 5.5224 -2.3472 -0.3587 0.41 0.10 -0.13 0.0407
H 6.2780 -3.2362 -1.6351 -0.17 -0.01 -0.04 0.1207
H 3.7373 -1.8255 -0.3509 -0.44 0.44 -0.05 0.0740
H 2.5699 -1.9330 -1.6534 0.06 0.00 0.02 0.0872
C 2.7106 -4.0492 1.3162 -0.69 0.17 -1.16 -0.0910
C 1.8868 -5.2977 1.6634 1.70 0.68 1.00 -0.2862
O 2.4484 -5.9174 2.8395 -1.04 -0.26 -0.04 -0.0932
H 2.1489 -3.5788 0.5073 0.06 0.35 -0.13 0.0518
H 3.6999 -4.2027 0.8849 0.05 -0.58 0.09 0.0711
H 2.8540 -3.2846 2.0811 -0.41 -0.38 0.39 0.0733
H 1.8195 -5.9970 0.8276 0.26 -0.05 -0.10 0.1030
H 0.8638 -4.9943 1.8886 0.06 -0.09 0.40 0.0939
H 3.3861 -6.1006 2.7391 -0.03 0.16 -0.40 0.0769
C -2.7469 4.4946 4.1415 0.33 1.13 -0.88 -0.0562
C -2.0629 4.0911 2.8269 -0.54 1.39 -0.32 -0.3170
O -1.3836 2.9133 3.0429 0.61 -1.31 -0.17 -0.1371
H -3.0620 5.5389 4.1246 -0.56 -0.06 -0.35 0.0715
H -2.0154 4.5417 4.9489 0.00 -0.73 0.05 0.0783
H -3.5922 3.8313 4.3240 0.12 0.08 0.36 0.0800
H -1.3601 4.8085 2.4030 0.37 0.30 0.69 0.1181
H -2.7117 3.9793 1.9562 -0.84 -0.12 0.26 0.1002
H -2.0203 2.3054 3.4313 0.30 -0.47 0.32 0.0590
C 2.6967 0.2147 -4.3999 -0.54 0.61 -0.81 -0.0658
C 1.4692 1.1289 -4.5681 1.99 0.61 -0.61 -0.3024
O 0.6593 1.0860 -3.4392 -1.43 -0.25 0.52 -0.1178
H 3.5077 0.7141 -4.9292 0.29 -0.24 0.06 0.0753
H 2.5158 -0.7524 -4.8689 0.18 -0.10 0.45 0.0695
H 2.9340 0.1520 -3.3376 0.10 -0.29 -0.15 0.0610
H 0.9583 0.9602 -5.5172 -0.36 -0.29 0.13 0.1202
H 1.8280 2.1568 -4.6237 -0.06 0.15 0.01 0.1132
H 0.3488 0.1754 -3.3868 -0.14 -0.47 0.42 0.0617
C -2.0455 -0.4755 3.5887 -0.75 0.08 0.43 -0.0647
C -2.3334 -0.1872 5.0532 0.19 -0.33 0.17 -0.2972
O -1.9468 1.1600 5.2505 -0.10 0.71 0.09 -0.0895
H -2.4153 -1.4609 3.3043 0.56 -0.17 -0.06 0.0645
H -1.0021 -0.2449 3.3705 -0.01 -0.51 -0.08 0.0805
H -2.6554 0.1890 2.9763 -0.01 0.21 -0.02 0.0592
H -1.8088 -0.8222 5.7678 0.48 -0.24 -0.29 0.1109
H -3.3756 -0.3559 5.3282 -0.32 0.30 -0.33 0.1094
H -1.5690 1.3129 6.1195 -0.14 -0.13 0.05 0.0939
C -0.6735 0.4001 0.4208 0.53 -1.98 -0.59 -0.0578
C 0.4178 -0.6656 0.2224 0.64 1.76 0.49 -0.2404
O 1.6675 0.0353 0.4603 0.06 -1.23 -0.11 -0.1256
H -1.5623 -0.2314 0.4352 -0.69 0.76 0.19 0.0541
H -0.6368 1.0648 -0.4418 -0.26 0.22 0.21 0.0575
H -0.4390 0.8952 1.3619 -0.47 0.11 -0.14 0.0600
H 0.4185 -1.1135 -0.7725 -0.12 -0.03 -0.11 0.0914
H 0.3224 -1.4468 0.9784 0.21 0.00 0.00 0.1093
H 1.6448 0.8684 -0.0218 -0.12 0.32 -0.22 0.0444
C -2.0708 3.7657 -1.6619 -1.62 1.15 0.15 -0.0743
C -2.1508 3.6600 -3.1781 0.67 -1.76 0.63 -0.3088
O -0.8565 3.4698 -3.6669 1.19 0.99 -1.09 -0.0876
H -3.1044 3.8724 -1.3267 -0.29 -0.53 0.37 0.0552
H -1.6665 4.7030 -1.2782 0.69 -0.07 -0.38 0.0765
H -1.5973 2.9145 -1.1722 -0.02 0.06 -0.24 0.0543
H -2.6731 4.4447 -3.7248 0.23 0.30 0.33 0.1160
H -2.6332 2.7141 -3.4291 -0.94 0.09 0.17 0.0940
H -0.6026 2.5452 -3.5958 0.06 -0.20 0.04 0.0315
C -2.6851 -0.4773 -3.2385 0.80 -0.64 -0.43 -0.0771
C -4.0234 -1.2070 -3.1653 -0.27 0.99 -1.27 -0.2646
O -4.1034 -2.1391 -4.3121 0.38 0.71 1.56 -0.0871
H -1.8957 -1.2086 -3.4130 0.22 -0.05 0.60 0.0297
H -2.4145 0.1462 -2.3863 -0.30 -0.32 0.35 0.0692
H -2.4883 0.1572 -4.1028 -0.93 0.14 -0.29 0.0816
H -4.8029 -0.4520 -3.2733 -0.25 0.01 -0.19 0.1042
H -4.2347 -1.6388 -2.1852 0.43 -0.58 -0.09 0.0937
H -4.9614 -2.5705 -4.2651 -0.04 -0.02 -0.02 0.0745
C 3.7345 2.9075 -0.2930 -1.45 -0.33 -1.25 -0.0622
C 2.8177 2.8979 -1.5607 1.84 -0.36 0.68 -0.2961
O 1.4684 2.7140 -1.2372 -0.42 -0.08 0.83 -0.0988
H 4.7672 2.7775 -0.6181 0.03 0.57 0.16 0.0834
H 3.4961 1.9988 0.2597 0.03 0.22 0.41 0.0503
H 3.5105 3.8075 0.2802 0.63 -0.17 0.25 0.0718
H 3.1844 2.0257 -2.1040 -0.12 0.16 -0.62 0.0975
H 2.9584 3.8248 -2.1178 0.03 -0.05 -0.26 0.1153
H 1.0472 2.3199 -2.0079 -0.24 -0.11 -0.22 0.0390
C -4.4311 1.0177 0.6398 0.44 1.67 0.69 -0.0692
C -5.6321 1.8578 0.1163 0.14 -0.94 -0.60 -0.3064
O -6.3384 2.5170 1.1486 -0.29 -0.36 0.77 -0.0792
H -3.7837 1.7801 1.0755 0.34 0.01 0.43 0.0458
H -3.7307 0.4647 0.0133 -0.74 0.00 -0.74 0.0410
H -4.7038 0.3455 1.4537 -0.40 0.04 -0.15 0.0720
H -6.2997 1.1565 -0.3841 -0.44 0.18 0.07 0.1022
H -5.4421 2.6666 -0.5893 0.91 -0.50 -0.49 0.1006
H -5.9970 3.4097 1.2403 0.06 -0.08 0.01 0.0767
```
Positions in Å, forces in eV/Å.

Output
relative energy (zero: lowest compared OMol25 entry of this formula, charge and spin) = 1.222 eV
largest force on an atom = 5.4 eV/A
electronic energy = -2521.6816 Ha
LUMO level = -0.021 eV
spin multiplicity = 1
frontier orbital gap = 0.332 Eh
charge = 0